[1]
Density functional theory data (wB97M-V/def2-TZVPD) for C23H38ClIN3NaO5P as an isolated structure.

Calculated values
charge = -1
HOMO energy = -4.41 eV
orbital gap = 6.50 eV

Last column: Löwdin charge in e.
Atoms and positions in Å:
1 Na -0.34515 -0.85374 0.29622  0.25
2 Cl -4.60629 -2.10306 -5.05827  0.63
3 C -3.72754 -1.34858 -3.74394  -0.63
4 C -4.41090 -0.66096 -2.78393  -0.21
5 C -3.74278 -0.04341 -1.71906  -0.67
6 I -4.86761 0.92811 -0.27062  0.85
7 C -2.34881 -0.07841 -1.55519  -0.49
8 O -1.72800 0.43918 -0.59153  -0.14
9 C -1.63415 -0.83689 -2.60538  -0.14
10 N -0.28088 -0.93835 -2.45928  0.14
11 C 0.39464 -1.62877 -3.33972  -0.14
12 C -0.19065 -2.27213 -4.44685  -0.06
13 C -1.54262 -2.18594 -4.61052  -0.04
14 C -2.31409 -1.46170 -3.67370  -0.19
15 H -5.48944 -0.59571 -2.84604  0.08
16 H 1.46775 -1.69863 -3.18993  0.10
17 H 0.42982 -2.82767 -5.13747  0.10
18 H -2.03874 -2.66999 -5.44088  0.08
19 C 1.81468 1.45675 -0.84815  -0.09
20 N 2.06755 0.46540 0.18209  -0.25
21 C 3.04118 -0.51351 -0.26035  -0.09
22 C 2.49555 1.06821 1.43088  -0.20
23 C 1.49717 2.07374 1.99151  -0.21
24 N 0.13838 1.58447 1.99437  -0.27
25 C -0.83772 2.62013 2.22260  -0.09
26 C -0.05055 0.44317 2.85562  -0.09
27 H 2.69735 2.09987 -1.02445  0.09
28 H 0.96300 2.07695 -0.57432  0.08
29 H 1.54967 0.94799 -1.77263  0.07
30 H 4.02154 -0.05131 -0.47825  0.09
31 H 2.67831 -1.00766 -1.15874  0.07
32 H 3.16414 -1.28079 0.50283  0.07
33 H 3.46500 1.59171 1.30813  0.12
34 H 2.67341 0.26167 2.14673  0.11
35 H 1.52713 2.98990 1.39736  0.11
36 H 1.83892 2.35369 3.00851  0.12
37 H -0.78145 3.05036 3.24039  0.08
38 H -1.83849 2.21514 2.07088  0.08
39 H -0.69331 3.42794 1.50289  0.08
40 H 0.15261 0.65614 3.92252  0.10
41 H 0.58311 -0.37821 2.55840  0.05
42 H -1.08074 0.08919 2.79258  0.10
43 C 3.19386 -5.01375 3.13587  -0.04
44 C 1.97912 -4.13456 3.39512  -0.64
45 C 2.37506 -2.66617 3.35095  -0.04
46 C 1.32472 -4.46745 4.72955  -0.03
47 O 1.03661 -4.49585 2.36993  -0.16
48 P -0.02727 -3.48744 1.70325  0.26
49 O -0.84183 -2.77258 2.73598  -0.29
50 O 0.65217 -2.61474 0.68659  -0.32
51 O -0.87969 -4.62274 0.94931  -0.16
52 C -2.26983 -4.48807 0.57639  -0.62
53 C -2.51402 -3.16165 -0.13241  -0.02
54 C -3.13697 -4.62445 1.81879  -0.03
55 C -2.50949 -5.64756 -0.37870  -0.03
56 H 3.94152 -4.88414 3.92198  0.08
57 H 3.64473 -4.75818 2.17660  0.09
58 H 2.89354 -6.06165 3.10898  0.08
59 H 3.17067 -2.49691 4.08141  0.09
60 H 1.52851 -2.02634 3.59452  0.07
61 H 2.74652 -2.39536 2.36290  0.07
62 H 1.99393 -4.23412 5.56217  0.08
63 H 1.07751 -5.52948 4.76725  0.08
64 H 0.40631 -3.89056 4.83856  0.08
65 H -2.41882 -2.32366 0.55907  0.08
66 H -3.52702 -3.12272 -0.54301  0.10
67 H -1.81769 -3.04693 -0.96582  0.09
68 H -2.89920 -3.83692 2.53204  0.07
69 H -2.95871 -5.59401 2.28816  0.09
70 H -4.19264 -4.56106 1.54396  0.08
71 H -1.87682 -5.55265 -1.26160  0.09
72 H -3.55375 -5.66665 -0.69875  0.08
73 H -2.27759 -6.59046 0.11778  0.08

Forces on the atoms, in the same order (eV/Å):
0.4888 0.6470 -0.0348
0.0007 0.0081 0.0119
0.1710 0.0019 0.0442
-0.0363 0.0606 0.0524
-0.1301 -0.1390 -0.3225
-0.0158 0.0913 0.1434
0.1156 -0.1454 -0.1824
-0.3820 0.3747 -0.1185
0.2810 0.1123 0.1842
-0.5089 0.0163 0.1029
0.0924 -0.0534 -0.0990
-0.0214 0.0540 0.0742
0.0258 0.0153 0.0308
-0.2060 -0.0615 -0.1855
0.0035 -0.0020 0.0035
0.0213 -0.0003 0.0551
-0.0095 -0.0015 -0.0107
-0.0001 -0.0037 0.0044
-0.0104 0.0013 0.0041
-0.0713 -0.0296 0.0232
-0.0290 0.0045 0.0138
0.0419 -0.0074 -0.0199
-0.0139 0.0322 0.1257
0.0980 -0.0513 -0.1859
-0.0470 0.0604 0.0260
-0.3445 0.0871 0.2849
-0.0123 -0.0110 -0.0172
-0.0165 0.0067 0.0268
0.0012 -0.0208 -0.0357
0.0029 -0.0199 0.0104
-0.0298 -0.0289 -0.0626
0.0098 0.0057 -0.0120
-0.0244 0.0063 -0.0054
-0.0466 -0.0027 0.0149
-0.0240 -0.0092 -0.0274
-0.0099 0.0000 -0.0086
0.0158 -0.0152 -0.0034
0.0005 -0.0058 -0.0051
-0.0048 -0.0037 -0.0012
0.0442 0.0763 -0.0309
0.2217 -0.2591 -0.0807
0.0050 -0.0001 -0.0252
0.0364 -0.0376 0.0597
-0.2575 -0.0904 -0.0607
0.1569 0.0775 0.0143
0.0481 -0.0007 0.1294
0.2139 -0.1074 -0.0986
-0.2274 0.3279 0.1792
0.1077 -0.0390 -0.0450
0.4482 -0.6935 0.1345
-0.0830 -0.2274 -0.0454
0.2429 0.0329 0.0487
-0.1347 -0.0098 -0.1411
-0.1265 -0.0140 0.0237
-0.0985 -0.0128 -0.0377
-0.0135 0.0188 0.0076
-0.0149 0.0055 -0.0205
-0.0092 -0.0051 -0.0117
-0.0283 0.0309 0.0143
-0.0315 -0.0177 0.0106
-0.0365 -0.0306 -0.0167
0.0152 -0.0026 -0.0108
-0.0123 -0.0032 -0.0096
-0.0055 0.0103 -0.0422
0.0263 0.0040 0.0450
0.0202 -0.0436 0.0407
0.0431 0.0176 0.0714
0.0163 -0.0180 -0.0231
0.0158 0.0080 0.0144
-0.0142 0.0017 -0.0097
0.0297 0.0198 0.0065
0.0065 0.0116 0.0096
0.0196 -0.0035 0.0011

[2]
Density functional theory data (wB97M-V/def2-TZVPD) for C23H38FLiN5O3 as an isolated structure at a distorted geometry.

Calculated values
charge = +1
ΔE to the lowest compared entry with this formula, charge and spin = 26.89 kcal per mole
HOMO energy = -13.33 eV
orbital gap = 11.76 eV

Last column: Löwdin charge in e.
Atoms and positions in Å:
1 Li -0.55037 -0.74048 0.26944  0.47
2 C -4.30894 -3.68587 -2.19284  -0.09
3 C -3.21853 -4.75783 -2.26251  -0.28
4 C -2.52212 -4.87023 -0.98872  -0.21
5 C -1.68131 -3.70546 -0.57656  -0.15
6 N -1.09305 -2.76078 -0.25147  0.12
7 H -3.94395 -2.72140 -1.83974  0.06
8 H -5.06443 -4.06048 -1.50219  0.08
9 H -4.78023 -3.54441 -3.16546  0.07
10 H -2.49650 -4.51872 -3.04328  0.12
11 H -3.62783 -5.75143 -2.44511  0.12
12 H -1.81565 -5.69773 -1.05395  0.12
13 H -3.18592 -5.10884 -0.15773  0.13
14 C 3.54942 -1.23722 -3.31254  -0.10
15 C 2.69289 -0.80330 -4.51406  -0.24
16 C 1.20232 -0.66180 -4.22357  -0.17
17 C 0.82804 -0.43899 -2.82490  -0.15
18 N 0.46382 -0.35550 -1.69305  0.14
19 H 2.97298 -2.03324 -2.84122  0.07
20 H 3.58973 -0.54804 -2.46902  0.05
21 H 4.52717 -1.62751 -3.59498  0.08
22 H 2.84695 -1.57225 -5.27109  0.11
23 H 3.00229 0.18350 -4.85842  0.11
24 H 0.72312 -1.60262 -4.49438  0.13
25 H 0.76437 0.14242 -4.81478  0.12
26 C -1.32347 0.24082 6.20865  -0.09
27 C -1.04798 -1.17264 5.67929  -0.27
28 C -1.95810 -1.70505 4.61731  -0.18
29 C -1.71461 -1.07645 3.27656  -0.15
30 N -1.58410 -0.64458 2.19141  0.12
31 H -2.30986 0.36614 6.65524  0.08
32 H -1.33556 0.85643 5.30923  0.07
33 H -0.60536 0.60379 6.94394  0.08
34 H -1.33546 -1.79610 6.52589  0.11
35 H 0.00317 -1.40298 5.50570  0.12
36 H -3.03089 -1.63624 4.79759  0.13
37 H -1.73430 -2.76388 4.48731  0.12
38 C 3.95648 1.04591 3.18364  -0.07
39 C 4.26987 1.11149 1.61395  -0.19
40 C 4.10983 -0.24668 0.89264  -0.16
41 C 2.73653 -0.77117 0.91473  -0.19
42 N 1.62425 -1.15605 0.95377  0.14
43 H 3.73623 1.97507 3.70922  0.07
44 H 4.75617 0.57779 3.75763  0.07
45 H 3.05132 0.48005 3.40408  0.06
46 H 5.25132 1.57776 1.52754  0.11
47 H 3.52036 1.72052 1.10854  0.06
48 H 4.79987 -0.97257 1.32279  0.13
49 H 4.21271 -0.21758 -0.19211  0.10
50 C -2.15141 3.55972 -2.25191  -0.08
51 C -3.02208 3.42699 -0.93342  -0.21
52 C -3.86092 2.10890 -0.85934  -0.15
53 C -2.99102 0.90408 -0.77061  -0.16
54 N -2.25612 -0.00608 -0.76193  0.10
55 H -2.77301 3.79020 -3.11711  0.07
56 H -1.50329 2.69074 -2.36541  0.06
57 H -1.47518 4.39437 -2.06704  0.05
58 H -3.69892 4.27304 -0.81431  0.10
59 H -2.32097 3.56684 -0.11062  0.10
60 H -4.64526 1.99422 -1.60751  0.12
61 H -4.39615 2.06020 0.08895  0.11
62 C 2.64281 3.28687 -0.98449  -0.03
63 C 1.80631 4.48454 -0.47381  -0.29
64 O 0.97840 3.78612 0.48293  0.13
65 C 0.94848 2.46823 0.19562  -0.63
66 O 0.20065 1.66627 0.70360  0.10
67 O 1.78014 2.18943 -0.72886  0.07
68 F 1.03369 4.93947 -1.42610  0.11
69 H 3.57594 3.21506 -0.42572  0.13
70 H 2.88275 3.36541 -2.04486  0.15
71 H 2.32249 5.31979 -0.00050  0.17

Forces on the atoms, in the same order (eV/Å):
0.1730 0.0339 -0.1020
-0.2382 -0.6180 -0.3033
-0.8322 0.9883 -1.3128
2.2284 -0.2288 2.0940
-0.0464 1.0991 0.2044
-0.7178 -1.4276 -0.4228
0.1438 -0.0544 0.0166
-0.2017 0.2845 0.0556
-0.0340 0.0426 0.0521
-0.0429 -0.1397 -0.1719
-0.1947 0.1375 -0.3700
0.0866 -0.1867 0.1861
-0.0957 0.1281 0.0586
-1.1301 -0.6093 0.3577
0.9760 0.7065 0.6861
-0.4115 -0.4346 0.1705
-1.4981 0.2343 4.7450
1.6403 -0.3110 -4.8658
0.2781 -0.6295 -0.0231
0.3317 0.6039 -0.4205
-0.0698 0.2659 0.0619
-0.1433 0.4006 -0.2824
0.4253 -0.2421 -0.3782
-0.3228 0.0677 -0.0575
-0.0838 -0.1370 -0.0789
-0.0649 0.1948 -1.3484
-0.6524 -0.2884 2.7156
0.3576 0.2865 -2.0462
-0.1024 0.7528 -2.5171
-0.0431 -1.2415 3.1087
-0.0839 -0.4049 -0.0085
0.2461 0.7306 0.2466
0.1662 -0.1477 -0.2896
0.4144 -0.4347 0.2339
-0.0819 0.3110 -0.3539
0.0756 0.2427 0.3460
-0.0724 -0.0788 -0.1282
-0.3003 -0.4594 -0.7302
-1.2379 0.0895 1.4998
-0.0742 -0.2183 0.1784
-3.3678 -1.1149 1.2071
3.2995 1.2273 -0.2259
0.3672 0.4917 -0.6581
0.1769 -0.1013 -0.2899
-0.0459 -0.3577 -0.3649
0.0104 -0.3451 -0.5134
0.1581 0.5019 0.3638
-0.1034 -0.2476 -0.2301
0.9946 0.4658 -0.0828
-0.6951 0.3971 1.6199
0.4101 -0.2159 -1.2770
0.8729 -0.1423 1.2549
1.3687 -1.4353 -0.8879
-1.9244 2.2699 0.2196
0.1938 -0.3178 -0.0879
-0.2827 -0.1936 -0.2784
-0.0567 0.1461 -0.2577
-0.1736 -0.0470 -0.3563
-0.1408 -0.7013 0.2846
0.4182 0.0393 -0.3535
-0.1603 0.3369 0.1636
0.2425 1.2741 -0.0872
0.7969 -2.1708 1.5003
0.1685 1.2116 0.2825
-2.9725 -0.5455 2.0730
0.6105 1.0146 -0.1874
2.7040 -1.0442 -2.3729
-1.3289 0.9415 -1.6138
-0.0647 -0.2466 0.1122
-0.2742 -0.1194 0.0596
0.0320 -0.2799 0.1778

[3]
Density functional theory data (wB97M-V/def2-TZVPD) for C23H38InN7S as an isolated structure.

Calculated values
charge = +2
ΔE to the lowest compared entry with this formula, charge and spin = 11.34 kcal per mole
HOMO energy = -13.25 eV
orbital gap = 7.81 eV

Last column: Löwdin charge in e.
Atoms and positions in Å:
1 In -0.12849 0.81270 0.66659  0.72
2 C -0.70728 -4.40703 0.84446  -0.01
3 N -1.64541 -3.28611 0.84688  -0.06
4 C -3.05499 -3.62278 1.09970  -0.09
5 C -3.71330 -2.26506 1.32861  -0.08
6 N -2.55960 -1.41029 1.58284  -0.08
7 C -2.74509 -0.01984 1.92194  -0.04
8 C -1.41562 -1.99268 1.16923  -0.35
9 N -0.28223 -1.31869 1.11819  0.00
10 C 0.93752 -1.93634 0.58763  -0.20
11 C 2.11123 -0.95985 0.56292  -0.22
12 N 1.77960 0.23085 -0.22030  -0.01
13 C 2.66221 0.84834 -0.97709  -0.32
14 N 2.29456 1.76818 -1.92759  -0.08
15 C 1.17830 2.68036 -1.76159  -0.05
16 C 3.49896 2.36275 -2.51719  -0.10
17 C 4.58136 1.34983 -2.16474  -0.08
18 N 3.98869 0.62472 -1.04118  -0.06
19 C 4.85535 0.05800 -0.01674  -0.01
20 H -1.29390 -5.31950 0.78498  0.10
21 H -0.12168 -4.45226 1.76357  0.10
22 H -0.04138 -4.38883 -0.01391  0.09
23 H -3.13414 -4.26374 1.98056  0.14
24 H -3.46766 -4.15425 0.24445  0.13
25 H -4.38920 -2.26808 2.18179  0.14
26 H -4.26397 -1.91397 0.45089  0.13
27 H -3.69923 0.07999 2.43337  0.12
28 H -2.77978 0.63276 1.03846  0.07
29 H -1.97127 0.32309 2.61477  0.06
30 H 0.76786 -2.29723 -0.43280  0.13
31 H 1.25691 -2.76760 1.21568  0.12
32 H 2.94612 -1.50990 0.13373  0.12
33 H 2.35637 -0.68164 1.59543  0.13
34 H 1.32843 3.35689 -0.91403  0.08
35 H 0.23587 2.14569 -1.64911  0.03
36 H 1.09995 3.28647 -2.66123  0.11
37 H 3.69246 3.34266 -2.06815  0.14
38 H 3.37125 2.48996 -3.58991  0.13
39 H 5.51553 1.82376 -1.87181  0.13
40 H 4.78709 0.66869 -2.99299  0.13
41 H 5.76127 0.65950 0.03449  0.10
42 H 5.14763 -0.96921 -0.23914  0.10
43 H 4.37844 0.10440 0.95731  0.09
44 C -1.40446 -1.81571 -3.90857  -0.02
45 C -1.61760 -0.29907 -3.76090  -0.57
46 C -0.53210 0.48047 -4.53125  -0.02
47 C -3.01858 0.11220 -4.24590  -0.01
48 C -1.47964 0.04502 -2.35675  -0.07
49 N -1.36297 0.31803 -1.24698  0.20
50 H -1.49558 -2.07819 -4.96145  0.10
51 H -2.15357 -2.37750 -3.35029  0.09
52 H -0.41129 -2.10771 -3.56530  0.09
53 H -0.57145 0.17899 -5.57716  0.10
54 H 0.46427 0.26460 -4.14318  0.09
55 H -0.71372 1.55371 -4.47581  0.09
56 H -3.12757 -0.19570 -5.28479  0.10
57 H -3.14899 1.19241 -4.19081  0.10
58 H -3.80353 -0.36663 -3.66110  0.10
59 S 0.29279 2.92210 1.75795  0.68
60 C -0.13759 2.69008 3.46399  -0.65
61 C -0.14127 1.45646 4.10628  -0.15
62 C -0.43309 1.39508 5.45987  -0.07
63 C -0.69639 2.55506 6.17437  -0.06
64 C -0.68111 3.78208 5.52930  -0.05
65 C -0.41080 3.85678 4.17122  -0.11
66 H 0.10668 0.55067 3.55999  0.07
67 H -0.45473 0.43798 5.96496  0.11
68 H -0.90513 2.50162 7.23385  0.12
69 H -0.89131 4.69081 6.07726  0.12
70 H -0.38994 4.81164 3.66220  0.11

Forces on the atoms, in the same order (eV/Å):
0.3387 -0.0823 -0.0268
0.1784 0.0233 0.0199
-0.1574 0.0296 -0.1470
-0.0338 0.0084 0.0550
-0.0188 -0.0772 -0.0731
-0.2320 0.0340 0.0134
0.2673 -0.0197 -0.0510
-0.0786 -0.0103 0.2401
0.4305 0.8170 -0.0825
0.1124 -0.1023 -0.0476
-0.0843 -0.1185 0.0155
-0.4289 0.0999 0.2801
-0.0273 -0.0994 -0.2175
0.2000 0.0388 0.0341
-0.0298 -0.1111 0.1336
0.0087 0.0592 0.0825
-0.0289 -0.0150 -0.2185
-0.0104 0.1662 0.0919
0.0159 -0.0926 0.0535
-0.0294 0.0112 -0.0257
-0.0417 0.0066 0.0111
-0.0148 0.0138 0.0068
0.0394 0.0148 0.0079
-0.0206 -0.0121 0.0304
0.0069 0.0195 -0.0011
0.0264 -0.0237 0.0007
0.0046 0.0691 0.0300
-0.1192 -0.0134 -0.0186
-0.1110 -0.0394 0.0596
0.0081 -0.0315 0.0380
-0.0497 -0.0479 -0.0769
0.0626 0.0612 0.0466
0.0891 -0.1017 -0.0296
-0.0079 0.0096 0.0154
0.0208 0.0294 -0.0901
-0.0614 -0.0337 -0.0325
0.0198 -0.0279 0.0059
0.0141 0.0041 0.0021
-0.0042 -0.0210 0.0569
-0.0061 -0.0121 0.0238
-0.0222 0.0309 -0.0244
-0.0257 0.0095 -0.0017
0.0250 -0.0050 -0.0052
0.0145 0.0194 0.1073
-0.0053 -0.1039 -0.6027
-0.0357 -0.0194 0.0849
0.0034 0.0336 0.1102
-0.1103 0.0649 0.4068
0.1969 0.2503 0.1903
0.0011 0.0208 -0.0063
-0.0017 0.0028 -0.0082
-0.0046 -0.0156 -0.0164
-0.0067 0.0062 -0.0005
0.0067 -0.0111 -0.0170
0.0196 0.0058 -0.0104
0.0210 0.0022 -0.0050
-0.0235 -0.0050 -0.0013
0.0074 -0.0256 -0.0166
-0.2018 -0.5973 -0.5886
-0.0985 -0.0181 0.0301
0.0266 0.1450 -0.0036
-0.0528 -0.1101 0.0749
-0.0040 0.0019 0.0043
-0.0146 0.0603 -0.0149
0.0211 -0.1171 0.0024
0.0300 -0.0328 0.0663
0.0559 -0.0027 -0.0149
-0.0271 -0.0060 -0.0072
0.0263 -0.0151 0.0219
-0.0688 0.0085 0.0290